--- P ---
C5H7FO2 | ωB97M-V with the def2-TZVPD basis set

CARTESIAN COORDINATES (ANGSTROEM)
O  1.9444  0.5405  0.9737
C  0.6171  0.4619  0.6431
C  0.1071  1.3701  -0.6617
O  -0.9018  0.4928  -1.3048
C  -0.6247  -0.8714  -1.2502
C  -0.1534  -0.8397  0.2755
F  0.5348  -1.9195  0.8569
C  -0.6737  0.2028  1.3478
H  2.0033  -0.6297  1.0646
H  -0.3663  2.2957  -0.5470
H  0.9370  1.3670  -1.3465
H  0.3339  -1.3426  -1.8272
H  -1.4630  -1.5415  -1.5164
H  -1.6148  0.6055  0.8408
H  -0.6799  -0.1919  2.4514

Results
LUMO energy in eV: 0.76
Molar mass in g mol⁻¹: 118.1
SMILES string: O[C@@]12COC[C@]1(F)C2
HOMO-LUMO gap in eV: 10.3

--- Q ---
C5H7FO2 | ωB97M-V with the def2-TZVPD basis set

CARTESIAN COORDINATES (ANGSTROEM)
C  1.7820  0.4741  -0.0137
C  0.8697  -0.6076  -0.6250
C  -0.2264  0.1929  0.1095
C  -0.5438  -0.5684  1.4000
C  -1.2591  0.7653  -0.9566
O  2.9321  0.6743  0.1290
O  0.7384  1.1916  0.4158
F  1.1003  -1.8401  -0.1211
H  0.8814  -0.7612  -1.7770
H  -0.9121  0.0333  2.0858
H  0.4233  -0.8733  1.7201
H  -1.3678  -1.3534  1.2733
H  -1.8309  1.5452  -0.4755
H  -1.8720  -0.0343  -1.4162
H  -0.7151  1.1616  -1.7482

Results
LUMO energy in eV: 0.72
Molar mass in g mol⁻¹: 118.1
HOMO-LUMO gap in eV: 11.3

Which is the most stable structure? Q is the most stable.

--- P ---
HN2O3P | ωB97M-V with the def2-TZVPD basis set

CARTESIAN COORDINATES (ANGSTROEM)
N  0.3632  -1.7701  -0.2093
N  0.0801  0.8801  0.1081
O  1.1114  1.0264  0.7471
O  1.4358  -1.3493  -0.1637
O  -0.1189  1.2935  -1.0507
P  -1.1813  -0.0855  0.9509
H  -1.6902  0.0049  -0.3824

Results
LUMO energy (alpha / beta) in eV: -1.13 / -1.75
Molar mass in g mol⁻¹: 108.0
HOMO-LUMO gap (alpha / beta) in eV: 8.2 / 7.9

--- Q ---
HN2O3P | ωB97M-V with the def2-TZVPD basis set

CARTESIAN COORDINATES (ANGSTROEM)
O  -1.3697  -1.0170  -2.7218
N  -0.4000  -1.0045  -2.0685
P  0.8984  -1.2210  -1.3477
O  -0.0330  1.2527  2.7893
N  -0.5047  0.7513  1.8130
O  0.2301  0.5877  0.6844
H  1.1789  0.6509  0.8511

Results
LUMO energy (alpha / beta) in eV: -0.20 / -0.20
Molar mass in g mol⁻¹: 108.0
SMILES string: [O-][N+]#P.O=NO
HOMO-LUMO gap (alpha / beta) in eV: 9.2 / 9.2

--- R ---
HN2O3P | ωB97M-V with the def2-TZVPD basis set

CARTESIAN COORDINATES (ANGSTROEM)
O  1.3256  2.1792  -0.3789
N  0.3925  1.5348  0.0815
P  0.5565  -0.0615  0.6515
N  -1.0285  -0.7612  -0.0134
O  -2.0141  -0.1181  0.2070
O  -0.8641  -1.9439  -0.3250
H  1.6321  -0.8293  -0.2227

Results
LUMO energy (alpha / beta) in eV: -1.63 / -1.65
Molar mass in g mol⁻¹: 108.0
SMILES string: O=NP[N+](=O)[O-]
HOMO-LUMO gap (alpha / beta) in eV: 8.2 / 8.2

Which is the most stable structure? Q is the most stable.